Record 1
C16H48O15 | ωB97M-V with the def2-TZVPD basis set

Each line ends with the Löwdin spin population.
Positions of all 79 atoms, in Å:
C: -2.26815 5.05650 2.73123  0.000
C: -1.21208 5.30080 1.62457  0.000
O: -1.79666 5.81662 0.36387  0.000
H: -1.90336 4.78210 3.72105  0.000
H: -2.90385 4.18540 2.57257  0.000
H: -3.04538 5.82052 2.74820  0.000
H: -0.52436 4.46399 1.50249  0.000
H: -0.56424 6.09279 2.00029  0.000
H: -1.23082 5.48759 -0.33839  0.000
C: 0.15238 0.12248 -0.52464  0.000
C: 0.15823 1.45595 -1.32284  0.000
O: -0.10812 2.46994 -0.43039  0.000
O: 1.28390 0.05269 0.31139  0.000
H: 0.27018 -0.77463 -1.13244  0.000
H: -0.73842 -0.02802 0.08521  0.000
H: -0.62508 1.37098 -2.07603  0.000
H: 1.14913 1.76061 -1.65957  0.000
H: 0.66689 2.51834 0.13406  0.000
H: 1.36259 -0.85012 0.62817  0.000
C: -2.77382 -3.73781 -0.59760  0.032
C: -3.98971 -3.33453 -1.54198  0.034
O: -3.77476 -1.99839 -1.98388  0.078
O: -1.51046 -3.42726 -1.15175  0.080
H: -2.97594 -4.80889 -0.60140  0.001
H: -2.96429 -3.35787 0.40613  0.007
H: -4.89537 -3.29543 -0.93671  0.000
H: -4.10691 -4.04509 -2.36019  0.009
H: -4.51917 -1.50924 -1.62585  0.001
H: -1.50323 -2.47598 -1.28071  0.000
C: 2.16856 -3.34543 2.55109  0.002
C: 1.87636 -3.31239 0.97644  0.002
O: 0.59836 -2.76377 0.82714  0.004
O: 3.49207 -3.54360 2.79183  0.004
H: 1.67553 -4.25042 2.90608  0.000
H: 1.74373 -2.47742 3.05525  0.000
H: 2.02925 -4.32596 0.60575  0.000
H: 2.65426 -2.68295 0.54426  0.000
H: 0.15721 -3.25670 0.13143  0.000
H: 3.71044 -4.47838 2.80256  0.000
C: 3.63597 0.30624 4.36134  0.000
C: 3.33968 0.10743 2.88478  0.000
O: 2.55189 1.15859 2.23700  0.000
O: 2.42812 0.65972 5.05670  0.000
H: 4.44083 1.03589 4.45022  0.000
H: 3.97541 -0.66379 4.72455  0.000
H: 2.84244 -0.84860 2.72087  0.000
H: 4.21588 0.13453 2.23698  0.000
H: 2.18750 0.66958 1.49559  0.000
H: 1.85190 1.09842 4.42654  0.000
C: -4.14459 1.14482 -0.06563  0.000
C: -4.65600 2.06375 1.07792  0.000
O: -6.06328 1.96364 1.09356  0.000
O: -4.60527 -0.17108 -0.08442  0.002
H: -3.05682 1.19751 -0.01988  0.000
H: -4.41243 1.39568 -1.09199  0.000
H: -4.47145 3.12654 0.92134  0.000
H: -4.41855 1.79628 2.10757  0.000
H: -6.36101 2.05497 0.18548  0.000
H: -5.40858 -0.40613 0.38573  0.000
C: -1.12690 -2.97412 -4.51802  0.134
C: 0.24535 -3.33174 -3.87735  0.076
O: 1.28697 -3.01206 -4.75697  0.190
O: -1.34114 -4.02152 -5.41219  0.270
H: -1.17306 -1.99826 -5.00141  0.002
H: -1.90684 -2.98240 -3.75662  0.051
H: 0.41497 -4.21810 -3.26603  0.005
H: 0.32485 -2.52955 -3.14368  0.005
H: 1.17606 -3.53979 -5.55119  0.005
H: -1.66299 -3.74225 -6.27244  0.003
C: 5.07690 2.85004 -0.36300  0.000
C: 3.64832 2.58931 -0.90541  0.000
O: 3.66288 2.06881 -2.28127  0.000
O: 5.97202 3.33958 -1.36493  0.000
H: 5.45096 1.93510 0.09642  0.000
H: 4.92112 3.58622 0.42559  0.000
H: 3.18640 3.57452 -0.84143  0.000
H: 3.05594 1.84348 -0.37538  0.000
H: 4.10537 1.21706 -2.29934  0.000
H: 5.59627 2.84428 -2.09643  0.000

## Properties
Multiplicity   2
F_max   3.4 eV/Å
Orbital gap (alpha / beta)   8.50 / 1.71 eV
Charge   +1
Lowest unoccupied orbital energy (alpha / beta)   -3.109 / -9.898 eV

=====

Record 2
C16H48O21P5Pb | ωB97M-V with the def2-TZVPD basis set

Each line ends with the Löwdin charge.
Positions of all 91 atoms, in Å:
Pb: -3.35356 2.12978 -2.39971  1.575
C: -0.83727 1.82720 -0.32873  -0.273
O: -2.24285 1.65549 -0.34726  -0.525
H: -0.37838 2.50050 -1.07305  0.061
H: -0.51017 2.39063 0.55131  0.068
H: -0.29328 0.88401 -0.42469  0.056
C: 4.71890 0.10970 0.39270  -0.074
O: 3.57402 0.63069 1.10528  -0.236
P: 3.05147 -0.25795 2.32541  0.356
O: 3.05342 -1.70190 2.10547  -0.215
O: 1.66680 0.34518 2.79871  -0.188
C: 1.53534 1.74888 2.99882  -0.095
O: 4.09331 0.22276 3.44064  -0.216
C: 4.24416 -0.48210 4.66617  -0.098
H: 5.02648 -0.90504 0.63698  0.094
H: 5.57520 0.74605 0.61364  0.095
H: 4.43999 0.15595 -0.65561  0.068
H: 1.30151 2.02477 4.02873  0.096
H: 0.64030 2.11322 2.49131  0.071
H: 2.38253 2.34361 2.66425  0.081
H: 4.37968 0.29985 5.41934  0.087
H: 5.20592 -0.99235 4.72066  0.091
H: 3.42692 -1.11412 5.00582  0.094
C: -1.20914 -1.87047 -0.45305  -0.085
O: -2.06610 -2.98119 -0.62802  -0.236
P: -1.94814 -4.38898 0.10192  0.352
O: -1.88304 -4.32457 1.55589  -0.206
O: -3.20442 -5.18147 -0.42827  -0.235
C: -3.47985 -6.47676 0.09686  -0.082
O: -0.65067 -4.98940 -0.62266  -0.219
C: -0.73738 -5.61215 -1.91487  -0.074
H: -0.78181 -1.95942 0.55229  0.105
H: -1.72483 -0.91201 -0.49280  0.059
H: -0.34676 -1.92758 -1.11746  0.067
H: -4.15150 -6.32589 0.94195  0.096
H: -2.55756 -6.93645 0.45218  0.096
H: -3.98270 -7.11191 -0.62745  0.094
H: -1.67391 -6.13031 -2.12544  0.081
H: 0.02624 -6.38504 -1.88208  0.090
H: -0.60638 -4.82436 -2.65461  0.095
C: -4.82348 0.58100 1.71428  -0.052
O: -6.03681 0.26812 1.00114  -0.168
P: -6.16213 0.34006 -0.56540  0.390
O: -5.30921 1.35863 -1.24264  -0.453
O: -6.12347 -1.11905 -1.15159  -0.154
C: -4.93705 -1.89057 -0.95069  -0.086
O: -7.69161 0.70713 -0.63446  -0.172
C: -8.25467 1.10263 -1.89433  -0.077
H: -4.74740 1.65129 1.90244  0.100
H: -3.91077 0.38657 1.14490  0.060
H: -4.83800 -0.03599 2.60565  0.104
H: -5.04630 -2.67997 -0.20212  0.105
H: -4.13277 -1.35590 -0.42977  0.062
H: -4.43072 -2.39149 -1.77300  0.098
H: -7.60119 0.95843 -2.76134  0.083
H: -8.18340 2.19552 -1.89679  0.094
H: -9.25937 0.75758 -2.09902  0.101
C: 2.24530 6.84318 3.03443  -0.096
O: 1.15255 6.57565 2.15020  -0.196
P: 1.56092 6.06931 0.70197  0.345
O: 2.59958 6.79629 -0.03313  -0.217
O: 0.21109 5.82106 -0.06181  -0.222
C: -0.46468 6.95861 -0.65315  -0.064
O: 2.09386 4.57533 1.00691  -0.229
C: 2.62202 3.83421 -0.09228  -0.106
H: 2.23704 7.90543 3.27091  0.094
H: 3.22402 6.52084 2.68173  0.089
H: 2.13568 6.33244 3.99289  0.090
H: -1.16486 6.50810 -1.34728  0.081
H: 0.26068 7.65189 -1.07748  0.090
H: -0.97667 7.53514 0.11849  0.091
H: 2.27187 2.79758 -0.02442  0.062
H: 3.68630 3.73323 0.11570  0.099
H: 2.34325 4.13532 -1.09975  0.092
C: 1.99957 -0.90664 -1.42815  -0.141
O: 3.06695 -1.81929 -1.38652  -0.210
P: 3.36827 -2.80044 -2.60632  0.361
O: 2.35136 -2.84239 -3.66500  -0.234
O: 3.72338 -4.15179 -1.87231  -0.186
C: 2.95772 -4.64802 -0.77384  -0.067
O: 4.78306 -2.37402 -3.14098  -0.195
C: 4.96173 -1.22500 -3.95013  -0.095
H: 1.40646 -1.16462 -2.30909  0.076
H: 2.15261 0.17882 -1.47253  0.085
H: 1.38182 -0.92101 -0.52530  0.066
H: 3.66702 -5.02630 -0.03243  0.095
H: 2.39386 -5.51664 -1.10338  0.084
H: 2.46113 -3.86810 -0.19770  0.085
H: 4.01680 -0.75457 -4.22962  0.085
H: 5.51445 -1.45003 -4.85892  0.093
H: 5.52177 -0.47443 -3.38953  0.087

## Properties
F_max   3.5 eV/Å
Orbital gap   6.73 eV
Charge   +1
Lowest unoccupied orbital energy   -5.494 eV

=====

Record 3
C16H48O8 | ωB97M-V with the def2-TZVPD basis set

Each line ends with the Löwdin spin population.
Positions of all 72 atoms, in Å:
C: 0.87598 1.38280 0.44435  0.001
C: 0.43790 0.11996 -0.22655  0.000
O: -0.13803 -0.69572 0.72834  0.000
H: 1.12483 1.09361 1.46540  0.000
H: 0.19767 2.23279 0.37011  0.000
H: 1.76239 1.79703 -0.03606  0.000
H: 1.30842 -0.46096 -0.53123  0.000
H: -0.18536 0.16674 -1.11956  0.000
H: 0.50230 -1.33458 1.04996  0.000
C: 1.50900 1.92845 6.91775  0.003
C: 1.23608 2.65902 5.57357  0.002
O: 0.52767 1.75393 4.71977  0.015
H: 2.10258 2.63088 7.50285  0.000
H: 1.99150 0.95839 6.79825  0.000
H: 0.52838 1.83830 7.38504  0.000
H: 2.19881 2.91193 5.12941  0.000
H: 0.77276 3.63542 5.71527  0.000
H: 1.14594 1.24968 4.18584  0.000
C: -1.53639 -0.88057 -3.82712  0.000
C: -2.69943 -0.88226 -4.88553  0.000
O: -2.16565 -0.35561 -6.17276  0.000
H: -0.59916 -1.15963 -4.30861  0.000
H: -1.78189 -1.67864 -3.12648  0.000
H: -1.25475 -0.03436 -3.20046  0.000
H: -3.53815 -0.41733 -4.36737  0.000
H: -2.92763 -1.91998 -5.12874  0.000
H: -2.86417 0.04901 -6.69233  0.000
C: 1.85060 -5.65451 4.25834  0.000
C: 2.64485 -4.44317 3.88710  0.000
O: 1.69927 -3.50502 3.44208  0.000
H: 2.51844 -6.31016 4.81710  0.000
H: 1.51190 -6.11964 3.33257  0.000
H: 1.01205 -5.36251 4.89053  0.000
H: 3.55717 -4.57702 3.30584  0.000
H: 2.97095 -3.88798 4.76659  0.000
H: 1.73437 -3.52732 2.48298  0.000
C: -1.44558 3.92769 -1.69548  0.003
C: -2.52411 3.46063 -2.68223  0.003
O: -2.20125 3.98918 -3.90863  0.012
H: -0.44492 3.99847 -2.12183  0.000
H: -1.42955 3.12920 -0.95369  0.001
H: -1.56793 4.90111 -1.22051  0.000
H: -3.57281 3.64507 -2.44917  0.000
H: -2.22102 2.42829 -2.85689  0.001
H: -1.42945 3.56341 -4.28894  0.000
C: 0.68429 -4.80059 -1.06211  0.000
C: 1.03426 -4.69633 0.42828  0.000
O: 1.67556 -3.48989 0.75555  0.000
H: -0.02134 -3.99018 -1.24494  0.000
H: 0.06456 -5.64886 -1.35275  0.000
H: 1.56744 -4.73202 -1.69728  0.000
H: 1.71836 -5.48247 0.74782  0.000
H: 0.14535 -4.77925 1.05363  0.000
H: 2.38022 -3.38068 0.11281  0.000
C: -4.57246 0.43458 1.20911  0.164
C: -3.45788 1.45445 0.70587  0.147
O: -2.78607 1.88369 1.83884  0.570
H: -5.02887 0.72386 2.15574  0.000
H: -3.98227 -0.45073 1.44575  0.008
H: -5.25492 0.22061 0.38657  0.014
H: -3.87511 2.27689 0.12484  0.047
H: -2.82592 0.91762 -0.00162  0.001
H: -1.93275 1.44792 1.77921  0.006
C: 2.33467 2.85360 -3.04576  0.000
C: 2.94792 3.25236 -4.35619  0.000
O: 3.00122 2.15049 -5.19579  0.000
H: 2.63441 3.37429 -2.13629  0.000
H: 2.47083 1.79363 -2.83125  0.000
H: 1.25271 2.89779 -3.17027  0.000
H: 3.96190 3.51226 -4.05222  0.000
H: 2.54679 4.22551 -4.63936  0.000
H: 2.12226 1.78750 -5.32718  0.000

## Properties
Multiplicity   2
F_max   3.1 eV/Å
Orbital gap (alpha / beta)   8.82 / 1.86 eV
Energy relative to the best compared isomer or geometry (same formula, charge and spin)   260.74 kJ/mol
Charge   +1
Lowest unoccupied orbital energy (alpha / beta)   -2.750 / -9.711 eV